# C3H8NO

A structure of composition C3H8NO (wB97M-V/def2-TZVPD, OMol25).

Cartesian coordinates (Å):
C -0.2424 -0.0516 -1.3473
C -0.0685 -1.1693 0.2358
C 0.3488 1.2621 0.6871
N -0.4795 0.1967 0.1473
O -1.0007 -2.1172 0.5442
H 0.7065 0.2173 -1.6537
H -1.1380 -0.3218 -1.7967
H 1.0306 -1.3239 0.3477
H 0.0063 1.5116 1.6765
H 1.4044 1.0052 0.7579
H 0.4072 2.1070 0.0590
H -1.4718 0.3267 0.3734
H -1.1540 -2.9825 -0.0040

Results
Kohn-Sham gap, eV: 10.68
Lowest unoccupied orbital energy, eV: -3.7
2S+1: 1
Total charge: +1
F_max, eV/Å: 6.32